Arrangement i

{"formula": "C23H23N3O", "method": "ωB97M-V/def2-TZVPD", "species": ["O", "N", "C", "C", "C", "C", "C", "N", "C", "C", "C", "C", "C", "C", "C", "C", "C", "C", "C", "C", "C", "N", "C", "C", "C", "C", "C", "H", "H", "H", "H", "H", "H", "H", "H", "H", "H", "H", "H", "H", "H", "H", "H", "H", "H", "H", "H", "H", "H", "H"], "coordinates": [[-2.962, -3.261, -1.190], [-2.844, -2.087, -0.810], [-2.285, -1.948, 0.447], [-2.139, -0.701, 1.066], [-2.640, 0.601, 0.438], [-1.495, 1.323, -0.305], [-1.046, 1.005, -1.562], [0.079, 1.775, -1.886], [0.914, 1.540, -3.081], [1.962, 0.535, -2.695], [3.298, 0.944, -2.672], [4.317, 0.010, -2.431], [4.006, -1.341, -2.199], [2.618, -1.760, -2.240], [1.610, -0.816, -2.450], [0.310, 2.645, -0.830], [1.300, 3.585, -0.608], [1.361, 4.250, 0.617], [0.450, 4.015, 1.607], [-0.547, 3.051, 1.414], [-0.596, 2.364, 0.171], [-1.556, -0.753, 2.354], [-0.162, -1.240, 2.270], [-0.218, -2.617, 1.592], [-1.650, -3.061, 1.302], [-2.463, -2.968, 2.646], [-2.330, -1.604, 3.293], [-3.399, 0.400, -0.305], [-3.135, 1.263, 1.182], [-1.442, 0.220, -2.206], [1.398, 2.489, -3.385], [0.312, 1.190, -3.924], [3.587, 1.981, -2.842], [5.373, 0.293, -2.429], [4.836, -2.053, -2.054], [2.384, -2.812, -2.060], [0.555, -1.173, -2.482], [1.976, 3.868, -1.368], [2.131, 5.003, 0.759], [0.530, 4.590, 2.509], [-1.311, 2.799, 2.163], [0.357, -1.291, 3.238], [0.431, -0.554, 1.657], [0.247, -3.390, 2.235], [0.372, -2.576, 0.697], [-1.694, -4.054, 0.826], [-3.515, -3.215, 2.431], [-2.059, -3.662, 3.375], [-1.915, -1.629, 4.311], [-3.309, -1.171, 3.412]], "e_lumo_ev": -0.6, "smiles": "O=NC1=C(Cc2cn(Cc3ccccc3)c3ccccc23)N2CCC1CC2", "e_homo_ha": -0.28229, "homo_lumo_gap_ev": 7.086}


Arrangement ii

{"formula": "C23H23N3O", "method": "ωB97M-V/def2-TZVPD", "species": ["C", "C", "C", "C", "C", "C", "C", "C", "C", "C", "N", "C", "O", "N", "C", "C", "C", "C", "C", "C", "C", "C", "C", "C", "C", "N", "C", "H", "H", "H", "H", "H", "H", "H", "H", "H", "H", "H", "H", "H", "H", "H", "H", "H", "H", "H", "H", "H", "H", "H"], "coordinates": [[-2.066, -3.013, -0.875], [-1.077, -2.139, -0.174], [-0.611, -0.898, -0.599], [-0.797, 0.074, -1.639], [-1.568, -0.233, -2.757], [-1.146, -1.123, -3.779], [-1.856, -1.266, -4.985], [-3.048, -0.556, -5.096], [-3.557, 0.284, -4.109], [-2.749, 0.541, -2.991], [-0.338, 1.365, -1.451], [0.484, 1.620, -0.429], [0.947, 2.714, -0.292], [1.087, 0.580, 0.303], [2.518, 0.570, 0.663], [2.897, 1.731, 1.636], [3.314, 0.502, -0.658], [0.348, -0.644, 0.417], [0.402, -1.554, 1.400], [1.229, -1.609, 2.614], [2.322, -2.535, 2.866], [3.170, -2.461, 3.914], [2.965, -1.574, 4.895], [2.030, -0.641, 4.746], [1.208, -0.592, 3.584], [-0.589, -2.493, 1.109], [-0.797, -3.817, 1.809], [-2.804, -3.390, -0.144], [-2.556, -2.441, -1.670], [-1.605, -3.881, -1.377], [-0.307, -1.848, -3.583], [-1.579, -1.987, -5.749], [-3.688, -0.596, -6.030], [-4.544, 0.836, -4.273], [-3.019, 1.251, -2.224], [2.828, -0.284, 1.202], [3.852, 1.501, 2.098], [2.078, 1.811, 2.399], [2.873, 2.632, 0.972], [2.712, 0.887, -1.499], [3.534, -0.547, -0.937], [4.296, 0.963, -0.385], [2.583, -3.208, 2.135], [3.983, -3.281, 4.003], [3.573, -1.464, 5.723], [1.729, 0.082, 5.500], [0.465, 0.247, 3.517], [-1.781, -4.115, 1.634], [-0.136, -4.573, 1.333], [-0.683, -3.801, 2.837]], "e_lumo_ev": -0.1, "smiles": "Cc1c2c(-c3ccccc3)nc(=O)n(C(C)C)c2c(-c2ccccc2)n1C", "e_homo_ha": -0.27892, "homo_lumo_gap_ev": 7.456}


We find arrangement ii to be the most stable, with the next structure 97.9 kJ/mol higher.


Arrangement i

{"formula": "C3H12N2O3", "method": "ωB97M-V/def2-TZVPD", "species": ["N", "C", "N", "C", "C", "O", "H", "H", "H", "H", "H", "H", "H", "H", "O", "H", "H", "O", "H", "H"], "coordinates": [[1.682, 1.975, -1.574], [0.463, 1.135, -1.960], [0.381, 0.173, -0.895], [-0.941, -0.402, -0.467], [-0.803, -1.865, 0.006], [-1.713, -2.548, 0.446], [1.987, 2.603, -2.284], [2.573, 1.483, -1.097], [0.555, 0.570, -2.909], [-0.392, 1.812, -2.012], [1.028, 0.299, -0.200], [-1.398, 0.173, 0.375], [-1.790, -0.449, -1.365], [0.170, -2.424, -0.138], [-1.610, -0.514, 2.455], [-0.993, -0.538, 3.200], [-1.210, 0.042, 1.942], [1.921, 1.163, 1.287], [2.266, 1.501, 2.141], [1.664, 1.864, 0.647]], "e_lumo_ev": 0.5, "smiles": "NCNCC=O.O.O", "e_homo_ha": -0.32366, "homo_lumo_gap_ev": 9.310}


Arrangement ii

{"formula": "C3H12N2O3", "method": "ωB97M-V/def2-TZVPD", "species": ["C", "C", "O", "N", "C", "N", "H", "H", "H", "H", "H", "H", "H", "H", "O", "H", "H", "O", "H", "H"], "coordinates": [[-1.538, -0.962, 2.410], [-0.527, -0.412, 1.442], [0.622, -0.195, 1.779], [-0.976, -0.090, 0.198], [-0.193, 0.851, -0.569], [0.756, 0.259, -1.514], [-2.445, -1.425, 2.048], [-0.972, -1.518, 3.156], [-1.813, -0.094, 3.026], [-1.966, -0.094, 0.023], [-0.845, 1.432, -1.209], [0.357, 1.557, 0.042], [0.578, -0.673, -1.842], [1.694, 0.285, -1.155], [-1.413, -0.110, -3.486], [-2.164, 0.473, -3.567], [-0.593, 0.201, -3.079], [3.043, 0.431, 0.488], [2.342, -0.002, 1.007], [2.984, 1.323, 0.847]], "e_lumo_ev": 0.6, "smiles": "CC(=O)NCN.O.O", "e_homo_ha": -0.35154, "homo_lumo_gap_ev": 10.150}


Arrangement iii

{"formula": "C3H12N2O3", "method": "ωB97M-V/def2-TZVPD", "species": ["C", "N", "C", "N", "O", "C", "H", "H", "H", "H", "H", "H", "H", "H", "H", "H", "O", "H", "H", "O"], "coordinates": [[-0.552, 0.867, 0.373], [-0.236, 0.486, 1.697], [0.648, -0.675, 1.727], [0.076, -1.781, 0.904], [1.808, -0.327, 1.277], [-1.678, 0.146, -0.366], [0.410, 0.494, -0.212], [-0.749, 1.923, 0.267], [0.426, 1.186, 2.059], [0.740, -1.074, 2.755], [0.387, -2.690, 1.235], [-2.574, 0.782, -0.349], [-1.936, -0.773, 0.100], [-1.541, 0.026, -1.424], [1.631, -0.767, -2.019], [0.531, -1.634, -0.006], [0.672, -0.701, -1.980], [0.463, 0.362, -2.025], [0.818, 2.470, -2.271], [0.658, 1.680, -1.742]], "e_lumo_ev": -4.2, "e_homo_ha": -0.33000, "homo_lumo_gap_ev": 4.756}


We find arrangement ii to be the most stable, with the next structure 304.4 kJ/mol higher.


Arrangement i

{"formula": "C3H12N2O3", "method": "ωB97M-V/def2-TZVPD", "species": ["C", "N", "C", "O", "C", "N", "H", "H", "H", "H", "H", "H", "H", "H", "O", "H", "H", "O", "H", "H"], "coordinates": [[0.812, -0.140, 1.249], [-0.459, 0.610, 0.946], [-0.616, 1.969, 0.907], [0.402, 2.623, 1.104], [-2.095, 2.341, 1.048], [-2.737, 2.242, -0.301], [0.851, -1.207, 0.973], [1.696, 0.248, 0.571], [0.954, 0.156, 2.257], [-1.219, -0.015, 0.526], [-2.409, 3.308, 1.561], [-2.590, 1.739, 1.902], [-2.704, 1.297, -0.782], [-2.525, 2.869, -1.012], [5.393, -1.684, 1.315], [4.939, -0.777, 1.458], [4.591, -2.232, 1.359], [-0.972, -4.192, -4.789], [-1.136, -5.082, -4.914], [-0.177, -4.073, -5.376]], "e_lumo_ev": 0.5, "smiles": "CNC(=O)CN.O.O", "e_homo_ha": -0.33621, "homo_lumo_gap_ev": 9.650}


Arrangement ii

{"formula": "C3H12N2O3", "method": "ωB97M-V/def2-TZVPD", "species": ["C", "N", "C", "O", "C", "N", "H", "H", "H", "H", "H", "H", "H", "H", "O", "H", "H", "O", "H", "H"], "coordinates": [[2.306, -1.328, 0.550], [1.069, -1.031, -0.312], [-0.065, -0.650, 0.237], [-0.181, -0.621, 1.477], [-1.085, -0.088, -0.714], [-0.432, 0.734, -1.802], [3.222, -0.760, 0.146], [1.895, -1.011, 1.604], [2.650, -2.321, 0.652], [1.291, -1.068, -1.361], [-1.879, 0.494, -0.112], [-1.697, -0.913, -1.180], [-1.127, 1.125, -2.452], [0.129, 1.493, -1.459], [1.130, 3.090, 0.405], [1.713, 2.374, 0.427], [1.043, 3.339, 1.289], [-3.416, -0.620, 0.870], [-3.758, -1.254, 0.283], [-2.806, -0.982, 1.450]], "e_lumo_ev": 0.7, "smiles": "CNC(=O)CN.O.O", "e_homo_ha": -0.34120, "homo_lumo_gap_ev": 9.997}


Arrangement iii

{"formula": "C3H12N2O3", "method": "ωB97M-V/def2-TZVPD", "species": ["N", "C", "C", "C", "N", "O", "H", "H", "H", "H", "H", "H", "H", "H", "H", "H", "O", "H", "H", "O"], "coordinates": [[1.483, -0.257, -0.289], [1.093, 0.070, 0.964], [0.303, -1.118, 1.535], [-0.068, 1.381, 1.022], [-1.217, 1.089, 0.310], [-0.228, 1.634, 2.219], [0.678, -0.211, -0.990], [2.321, 0.259, -0.617], [1.906, 0.322, 1.633], [-0.107, -0.845, 2.512], [0.911, -1.994, 1.630], [-0.535, -1.323, 0.880], [-1.161, 1.143, -0.711], [-1.939, 1.769, 0.591], [-0.799, -0.948, -1.986], [-1.962, -2.015, -2.188], [-1.212, -1.819, -1.627], [0.469, 2.180, 0.463], [0.255, 0.255, -3.094], [-0.190, 0.428, -2.258]], "e_lumo_ev": -3.3, "e_homo_ha": -0.33501, "homo_lumo_gap_ev": 5.839}


We find arrangement ii to be the most stable, with the next structure 100.2 kJ/mol higher.


Arrangement i

{"formula": "C3H12N2O3", "method": "ωB97M-V/def2-TZVPD", "species": ["C", "C", "N", "C", "N", "O", "H", "H", "H", "H", "H", "H", "H", "H", "O", "H", "H", "O", "H", "H"], "coordinates": [[1.650, -1.433, -0.285], [1.097, -0.585, 0.873], [1.391, 0.844, 0.855], [0.654, 1.657, -0.063], [-0.566, 2.124, 0.489], [1.092, 1.983, -1.115], [2.670, -1.634, -0.084], [1.465, -0.946, -1.346], [1.011, -2.358, -0.352], [-0.034, -0.630, 1.032], [1.346, -0.970, 1.770], [2.408, 0.972, 0.786], [-1.022, 2.933, 0.180], [-0.651, 1.863, 1.469], [-2.915, -1.577, 1.408], [-2.526, -2.378, 1.842], [-2.990, -1.681, 0.498], [-1.412, -1.763, -2.007], [-0.928, -2.075, -2.753], [-1.055, -0.848, -1.901]], "e_lumo_ev": 0.7, "smiles": "CCNC(N)=O.O.O", "e_homo_ha": -0.34215, "homo_lumo_gap_ev": 9.975}


Arrangement ii

{"formula": "C3H12N2O3", "method": "ωB97M-V/def2-TZVPD", "species": ["N", "C", "C", "C", "N", "O", "H", "H", "H", "H", "H", "H", "H", "H", "O", "H", "H", "O", "H", "H"], "coordinates": [[1.507, 2.093, -0.899], [0.560, 1.323, -1.628], [-0.639, 0.779, -0.544], [-0.431, -0.664, -0.293], [0.156, -1.550, -1.176], [-0.535, -1.100, 0.799], [1.047, 2.769, -0.327], [2.079, 1.521, -0.200], [-0.040, 1.920, -2.330], [0.988, 0.418, -2.084], [-1.658, 1.041, -0.918], [-0.426, 1.361, 0.421], [0.558, -2.352, -1.058], [0.321, -1.298, -2.146], [1.468, -0.534, 2.420], [1.434, -1.422, 2.096], [0.539, -0.272, 2.394], [-2.504, -1.702, 1.995], [-2.784, -0.681, 1.982], [-1.638, -1.648, 1.496]], "e_lumo_ev": 0.5, "smiles": "NCCC(N)=O.O.O", "e_homo_ha": -0.35246, "homo_lumo_gap_ev": 10.124}


We find arrangement i to be the most stable, with the next structure 125.4 kJ/mol higher.